Density functional theory data (ωB97M-V/def2-TZVPD) for 2 unconnected molecules or ions with the total composition C4H2O2 in a non-equilibrium geometry.

Structure (XYZ):
```
8
Properties=species:S:1:pos:R:3:forces:R:3:lowdin_charge:R:1
C -0.4677 -1.5242 0.0539 -2.7 6.7 -3.7 0.194
C -1.3095 -0.5545 0.1087 3.6 -7.8 0.1 -0.109
C -1.7778 0.5397 -0.1852 -2.3 8.7 1.3 -0.198
C 2.2801 0.5669 -0.3433 0.1 -1.2 -0.7 -0.065
O -2.1149 1.6397 0.1290 -0.2 -1.6 -1.7 0.160
O 2.4309 1.5908 0.1734 0.0 1.1 0.6 0.035
H 1.3010 0.0373 -0.5225 0.0 0.1 0.1 0.020
H -0.3420 -2.2957 0.5861 1.5 -5.9 4.0 -0.036
```
Forces are in eV/Å.

Summary:
* multiplicity: 1
* gap between HOMO and LUMO (spin up / spin down): 7.26 / 6.82 eV
* ΔE to the lowest compared entry with this formula, charge and spin: 107.0 kcal/mol
* molecular weight: 82.06 g mol⁻¹